(1)
11
Properties=species:S:1:pos:R:3:nbo_charge:R:1 method="wB97M-V/def2-TZVPD" lumo_ev=3.860 total_charge=-1 spin_multiplicity=1 max_force_ev_per_a=3.17 relative_energy_kj_mol=174.2 homo_energy_ev=-5.2
C 2.0962 -0.9867 1.0888 -0.29
C 1.2337 -0.2792 0.6196 0.00
C 0.2366 0.6257 -0.0355 -0.21
O 0.4734 0.8729 -1.3258 -0.71
S -1.5765 -0.0064 -0.0985 2.35
O -1.3653 -0.7545 -1.3504 -1.05
O -1.8749 -0.8076 1.0610 -1.00
O -2.3484 1.2569 -0.2300 -1.01
H 2.8527 -1.5385 1.5893 0.22
H 0.0891 1.5088 0.5082 0.20
H 0.1833 0.1086 -1.8266 0.50


(2)
8
Properties=species:S:1:pos:R:3:lowdin_spin:R:1 method="wB97M-V/def2-TZVPD" lumo_ev="0.741 / -1.977" s_squared=2.009 total_charge=0 spin_multiplicity=3 max_force_ev_per_a=12.36 relative_energy_kj_mol=243.6 homo_energy_ev="-5.1 / -9.3"
C -1.2534 -1.0854 0.0651 0.15
C -1.3609 0.2169 0.1166 0.49
C 0.1544 -0.6281 0.1153 0.52
O 2.2367 1.0639 0.0553 0.18
P 1.7512 -0.5234 0.0229 0.62
H -1.7974 -2.0083 -0.0397 0.00
H -1.6370 1.1571 0.0413 0.05
H 1.9063 1.8072 -0.3765 0.00


(3)
7
Properties=species:S:1:pos:R:3:nbo_charge:R:1 method="wB97M-V/def2-TZVPD" lumo_ev="0.069 / -3.061" total_charge=0 spin_multiplicity=1 max_force_ev_per_a=3.25 relative_energy_kj_mol=589.1 homo_energy_ev="-11.5 / -9.2"
C 2.0405 -0.4627 -0.5868 -0.46
C 1.8623 0.0946 0.4370 0.21
C -1.6772 0.2291 0.4892 -0.46
H 2.3968 -1.0076 -1.4549 0.25
H -1.3532 -0.2720 -0.3684 0.16
H -0.8024 0.4779 1.0193 0.15
H -2.4670 0.9407 0.4647 0.16


(4)
59
Properties=species:S:1:pos:R:3:nbo_charge:R:1 method="wB97M-V/def2-TZVPD" lumo_ev=-0.213 total_charge=0 spin_multiplicity=1 max_force_ev_per_a=6.60 relative_energy_kj_mol=326.6 homo_energy_ev=-10.7
C 1.0415 0.5470 0.8276 -0.64
C 1.3616 1.9624 1.4245 -0.38
C 2.6615 2.1015 2.2133 -0.59
H 0.0764 0.8565 0.4751 0.23
H 1.2071 -0.2650 1.4713 0.21
H 1.7282 0.3882 -0.1444 0.18
H 0.5585 2.3850 1.8390 0.19
H 1.5481 2.7288 0.4938 0.21
H 2.8683 3.1376 2.3729 0.21
H 2.6604 1.6318 3.0480 0.18
H 3.5216 1.7453 1.5984 0.19
H 1.5315 -2.7676 2.0114 0.48
H 2.7397 -2.8947 1.2061 0.47
O 2.3581 -2.2953 1.9847 -0.93
H -3.4402 -0.4308 -0.6742 0.45
H -2.8218 0.3302 -1.8919 0.53
O -3.2950 -0.5255 -1.6490 -0.97
H -2.9743 1.6659 -0.1304 0.50
H -1.6759 2.3988 -0.8168 0.51
O -2.4184 1.7754 -0.9484 -1.04
H -3.3554 -2.8723 -0.4353 0.48
H -2.5764 -1.5714 -0.5079 0.48
O -2.5911 -2.4524 -0.1291 -0.99
H -0.5766 -1.3838 -3.3883 0.49
H 0.1498 -0.8140 -2.1052 0.50
O 0.1458 -0.9187 -3.0570 -0.98
H 0.0314 0.4903 3.9108 0.49
H -1.0592 1.5764 3.9155 0.47
O -0.8103 0.7431 3.6336 -0.95
H 0.9475 1.1132 -3.4427 0.47
H -0.4959 1.1919 -3.9889 0.47
O 0.2068 1.7693 -3.6664 -0.95
H 4.3000 -1.0915 -0.2183 0.48
H 3.2410 0.0756 -0.0545 0.48
O 3.9217 -0.2361 -0.6434 -0.96
H 2.0399 -1.0173 -3.0541 0.47
H 3.2366 -1.1602 -2.4882 0.48
O 2.8647 -0.7769 -3.3092 -0.95
H 2.2840 1.5793 -2.5327 0.48
H 3.0094 2.1432 -1.4548 0.48
O 2.1810 2.3366 -1.9156 -0.95
H 1.3959 -2.2114 0.1153 0.49
H 0.7293 -2.4850 -1.2307 0.46
O 1.4206 -2.0065 -0.8568 -0.96
H 0.5459 3.1684 -1.4308 0.52
H -0.6266 4.1509 -1.4956 0.47
O -0.0687 3.6533 -0.8116 -0.99
H -0.6688 -3.0872 3.5443 0.48
H -1.9094 -2.4646 2.9444 0.47
O -1.0041 -2.3598 2.9030 -0.95
H -1.1538 -3.5180 1.1522 0.48
H -0.6318 -3.0347 -0.0060 0.47
O -0.3884 -3.6885 0.6480 -0.96
H -3.8047 1.1737 2.0020 0.50
H -3.1054 2.4096 1.6847 0.46
O -3.8234 1.9521 1.3065 -0.94
H -2.2505 -0.9166 1.7461 0.50
H -2.6644 -0.4290 3.1180 0.49
O -3.0678 -0.6690 2.2670 -0.98


(5)
62
Properties=species:S:1:pos:R:3:nbo_charge:R:1 method="wB97M-V/def2-TZVPD" lumo_ev=-2.404 total_charge=+1 spin_multiplicity=1 max_force_ev_per_a=2.38 relative_energy_kj_mol=0.0 homo_energy_ev=-11.9
N -0.5785 -2.9260 -0.1266 -0.71
C -0.3038 -1.9283 -1.2593 -0.05
C -0.9536 -2.4621 -2.5285 -0.52
S 0.2638 -3.4866 -3.4624 -0.02
C -1.0056 -0.6197 -0.8054 -0.28
N -0.4153 -0.0408 0.4567 -0.88
H 0.0367 -3.7308 -0.0533 0.44
H -0.7378 -2.4434 0.7819 0.50
H -1.4914 -3.3073 -0.3604 0.43
H 0.7622 -1.7884 -1.3055 0.24
H -1.7808 -3.1366 -2.3099 0.22
H -1.3571 -1.6434 -3.1203 0.24
H 1.3737 -2.9179 -2.9911 0.12
H -1.9973 -0.9815 -0.5547 0.23
H -0.8396 0.1222 -1.5692 0.22
H -0.2827 0.9437 0.2510 0.37
H 0.5406 -0.3328 0.6268 0.39
H 4.6801 -0.1038 0.3315 0.47
H 3.2951 0.1024 -0.2064 0.48
O 4.1863 -0.0686 -0.4951 -0.96
H 2.1231 1.9219 0.2131 0.50
H 2.6995 1.8497 1.6350 0.48
O 2.1345 1.3728 1.0230 -1.00
H -2.0776 3.3463 0.5618 0.50
H -3.1166 3.1918 1.6413 0.47
O -2.2022 2.9648 1.4419 -0.97
H -0.9248 -2.2503 2.9029 0.51
H 0.5737 -2.4104 2.8026 0.47
O -0.2110 -2.7837 2.4863 -0.97
H -2.3868 -0.6784 3.8687 0.50
H -1.1147 -0.8119 4.5811 0.49
O -1.7999 -1.3713 4.2145 -0.96
H -3.2097 1.1365 1.8827 0.49
H -2.0267 0.3877 1.7652 0.51
O -2.9057 0.2730 2.1987 -1.00
H -2.6078 2.8581 -1.7997 0.51
H -3.5602 4.0203 -1.5011 0.49
O -2.7094 3.6462 -1.2576 -0.99
H 4.1067 -0.4144 3.5656 0.49
H 3.9751 -1.5475 2.6192 0.48
O 3.8218 -0.5928 2.6603 -0.96
H 1.1264 1.2574 -1.9230 0.47
H 1.7954 0.7761 -3.2110 0.49
O 1.0992 0.5613 -2.5864 -0.96
H 2.9609 -2.2110 0.2279 0.49
H 2.4344 -1.2850 1.4038 0.50
O 2.2322 -2.0183 0.8098 -0.99
H 0.0118 1.5566 3.1818 0.48
H 1.0475 0.5050 3.4857 0.47
O 0.1160 0.6066 3.2602 -0.95
H -1.1500 2.1841 -4.1062 0.49
H -0.5934 3.5540 -3.6612 0.50
O -1.1571 2.8161 -3.4052 -0.98
H -0.2840 5.7708 -1.4831 0.49
H -0.6895 4.3099 -1.5764 0.50
O 0.0672 4.8976 -1.6776 -0.98
H 1.7411 3.9945 -1.2097 0.51
H 2.7500 4.2075 -0.1229 0.49
O 2.3618 3.4987 -0.6432 -0.98
H -2.8224 -1.3250 1.5268 0.51
H -3.8172 -2.5612 1.1888 0.50
O -3.0685 -2.0335 0.9071 -1.02


(6)
12
Properties=species:S:1:pos:R:3:nbo_charge:R:1 method="wB97M-V/def2-TZVPD" lumo_ev="5.086 / 5.120" total_charge=-2 spin_multiplicity=1 max_force_ev_per_a=2.20 homo_energy_ev="2.2 / 2.2"
H 2.3888 0.2486 -1.4664 0.08
C 1.8297 0.1770 -0.5149 0.23
Li 1.8495 -2.7570 -0.4379 -0.36
O 1.4071 -1.0202 -0.1821 -1.01
C 1.7893 1.2851 0.2697 -0.75
O -2.4709 0.9531 1.3655 -0.74
C -2.5203 -0.0293 0.6121 0.29
O -3.6700 -0.0051 -0.1892 -0.81
H 0.8457 1.6594 0.6754 0.21
H 2.6885 1.8901 0.3999 0.17
H -3.4534 -0.4317 -1.0255 0.46
Ag -0.6840 -1.9699 0.4934 0.23